DFT (the ωB97M-V functional and the def2-TZVPD basis) results for C34H67ClMnN5O4PSi4 as an isolated structure.

```
117
Properties=species:S:1:pos:R:3:forces:R:3:mulliken_spin:R:1
Mn 0.991593 -0.166247 -1.045394 0.4 0.0 2.0 2.58
Cl -0.149833 -8.072976 2.634676 0.0 0.0 0.0 0.00
P -1.728825 0.220790 0.637171 -0.4 -0.4 0.4 0.06
Si 1.992060 2.039255 -0.992184 -0.1 0.0 0.0 -0.08
Si 4.103387 2.305222 -1.960144 0.2 -0.1 -0.3 0.00
Si 2.433639 2.781328 1.185313 0.0 -0.1 0.3 0.01
Si 0.693774 3.511972 -2.297415 -0.1 0.1 0.0 -0.01
O 2.567576 -4.213954 -0.867360 0.1 0.0 -0.1 0.01
O 1.265290 -0.757747 -3.711939 -0.2 -1.2 -1.7 0.55
O -0.367047 -4.081733 -1.765359 -0.1 0.2 -0.1 0.02
O 0.282312 -2.005392 -1.246091 -0.3 -0.8 -0.3 0.02
N -3.095747 -0.073969 -0.268538 -0.2 0.0 -0.1 -0.01
N 1.420581 -0.079452 -2.777537 0.5 1.1 0.2 0.71
N -1.695182 -1.090642 1.702038 0.4 -0.2 -0.1 0.00
N -2.103388 1.460471 1.708074 0.1 0.3 0.0 -0.01
N -0.543172 0.519189 -0.273746 0.9 0.4 -0.3 -0.13
C -0.978704 -3.477483 3.198224 -0.1 0.1 0.0 0.00
C 1.229555 5.321991 -2.180395 0.2 0.1 0.0 -0.01
C -1.934919 2.840097 1.248770 0.0 -0.4 0.1 0.04
C -5.219888 -1.309224 -0.202239 0.0 0.0 -0.1 0.00
C -3.083450 -0.043112 -1.725988 0.0 -0.1 0.1 0.02
C 1.807332 -4.880060 1.240362 0.0 0.0 0.1 0.00
C -0.793340 -2.071734 3.767398 0.0 0.0 -0.1 0.00
C 1.931773 -3.582047 -1.991190 0.0 0.1 -0.1 0.02
C -3.957299 2.133680 3.198572 0.0 0.1 0.0 0.00
C -1.794421 -2.433298 1.080324 0.0 0.0 0.3 0.01
C -4.416334 -0.128115 0.339234 0.1 -0.1 -0.2 0.00
C -3.848900 -1.229238 -2.297161 -0.1 0.0 0.1 0.00
C 1.455042 -6.632059 -2.116660 -0.1 0.0 0.1 0.00
C 2.044883 4.603504 1.459544 -0.1 0.3 -0.1 0.00
C -5.266848 -1.266960 -1.729479 0.1 0.0 0.1 0.00
C 0.734190 -7.198930 0.222173 0.0 0.0 -0.1 0.00
C 2.500821 -0.675068 -0.099413 -0.5 0.3 -0.5 0.18
C 0.650226 -6.930304 1.578062 0.1 0.1 0.0 0.00
C 1.885791 -5.135398 -0.120706 0.0 0.1 0.1 0.01
C -2.643535 1.362571 3.051626 -0.1 0.0 -0.1 0.00
C 0.794211 3.066600 -4.129387 0.1 -0.2 -0.1 0.02
C 0.486454 -3.203591 -1.669993 0.0 0.5 0.3 -0.03
C -1.136660 3.452246 -1.870374 -0.2 0.0 -0.1 0.01
C -3.260371 3.589539 1.279054 0.0 0.0 0.0 0.00
C 4.709687 4.078536 -1.728032 0.0 0.2 0.1 -0.01
C 1.194960 -5.775143 2.105640 0.1 -0.1 0.0 0.00
C -0.556544 -1.066548 2.645191 -0.3 -0.1 0.0 -0.02
C -2.094151 -3.473455 2.152316 0.1 0.1 0.0 0.00
C 5.455626 1.164476 -1.307544 0.0 -0.2 0.2 0.00
C 1.549127 1.766239 2.503742 -0.2 -0.2 -0.1 0.03
C -3.815495 3.573472 2.702428 0.0 -0.1 0.0 0.00
C 4.090880 2.034906 -3.826882 -0.2 -0.1 -0.2 0.01
C 1.364833 -6.315138 -0.648806 -0.1 -0.2 -0.1 0.00
C 4.258680 2.559737 1.611833 0.3 0.0 -0.1 0.00
H -6.227695 -1.280796 0.219877 0.0 0.0 0.0 0.00
H -3.872369 -1.156408 -3.386748 0.0 0.0 0.0 0.00
H -4.970337 0.800776 0.122350 0.0 0.0 0.0 0.00
H 3.362731 -0.138917 0.282280 0.0 0.2 0.1 0.06
H 2.228737 -3.951596 1.611235 0.0 0.0 0.0 0.00
H -1.230957 3.363953 1.905085 0.2 0.0 0.2 0.00
H -4.259457 2.118580 4.250241 0.0 0.0 0.0 0.00
H -5.803791 -0.362109 -2.043943 0.0 0.0 0.0 0.00
H -1.412049 4.194937 -1.112079 0.1 0.0 -0.2 0.00
H 0.302392 -8.112871 -0.168554 0.0 0.0 0.0 0.00
H -1.497352 2.828354 0.256135 -0.1 -0.1 0.4 -0.02
H -0.442758 -0.065166 3.054153 -0.1 0.0 0.0 0.00
H -4.748696 -2.242366 0.121997 0.0 0.0 0.0 0.00
H -2.787639 0.314345 3.305887 0.0 0.0 0.0 0.00
H 4.574275 1.527123 1.412409 -0.1 0.2 0.1 0.00
H -3.052167 -3.237941 2.631981 0.0 0.0 0.0 0.00
H -3.121875 4.114563 3.358448 0.0 0.0 0.0 0.00
H 0.887925 1.986432 -4.280083 0.0 0.1 0.0 -0.02
H 2.070064 5.516562 -2.855878 -0.1 0.0 0.1 0.00
H 5.701134 4.201753 -2.182058 -0.1 0.0 0.0 0.00
H 4.921488 3.224457 1.046856 -0.1 -0.1 0.1 0.00
H -2.047983 -0.056916 -2.056828 0.0 0.0 0.0 0.00
H 1.544313 5.594402 -1.167782 -0.1 0.0 -0.2 0.00
H 2.586427 -1.742317 0.099356 -0.1 -0.2 0.0 0.01
H -3.117210 4.615935 0.926686 0.0 0.0 0.0 0.00
H -5.817989 -2.124411 -2.120963 0.0 0.0 0.0 0.00
H -1.697455 -1.777405 4.313283 0.0 0.0 0.0 0.00
H 1.946047 -4.224916 -2.870017 0.0 -0.1 0.0 0.00
H -2.568807 -2.419060 0.320537 0.0 0.0 0.0 0.00
H -3.964047 3.096888 0.598002 0.0 0.0 0.0 0.00
H 2.446797 -6.398837 -2.508568 0.0 0.0 0.0 0.00
H 3.547860 1.119098 -4.093132 0.1 0.1 0.0 -0.01
H 4.781060 4.362509 -0.671855 0.0 0.0 -0.2 0.00
H 1.652063 3.543121 -4.612865 -0.1 0.0 0.0 0.00
H -2.181045 -4.455299 1.680790 0.0 0.0 0.0 0.00
H 0.402848 5.981029 -2.470155 0.1 -0.1 0.0 0.00
H 0.848039 1.075960 2.026358 0.1 0.2 0.0 -0.01
H 2.530121 -2.698028 -2.174120 0.1 0.1 0.0 0.01
H 1.250345 -7.688279 -2.290716 0.0 0.0 0.0 0.00
H 5.055123 0.167564 -1.087127 0.1 0.1 -0.1 0.00
H -0.113423 3.398317 -4.644997 0.1 0.0 0.0 0.00
H 6.240330 1.049710 -2.062732 0.0 0.0 0.0 0.00
H 0.988674 2.395262 3.199978 0.0 0.0 0.0 0.00
H -1.388640 2.460089 -1.483678 0.0 0.1 -0.3 0.00
H 4.023452 4.784870 -2.209554 0.1 -0.1 0.1 0.00
H -4.778218 4.088842 2.752498 0.0 0.0 0.0 0.00
H -1.189996 -4.193778 3.997554 0.0 0.0 0.0 0.00
H 5.912887 1.550897 -0.390972 0.0 -0.1 -0.1 0.00
H 3.602485 2.866975 -4.343320 0.1 -0.1 0.0 0.00
H 2.405025 4.928328 2.443933 -0.1 0.0 -0.1 0.00
H -3.319616 -2.149427 -2.034045 0.0 0.0 0.0 0.00
H 4.405738 2.757068 2.681393 0.0 0.0 -0.1 0.00
H -4.741095 1.632598 2.622429 0.0 0.0 0.0 0.00
H -4.307960 -0.209033 1.419536 0.0 0.0 0.0 0.00
H 0.964305 4.790447 1.406248 0.2 0.0 0.0 0.00
H 2.528595 5.229336 0.697495 -0.1 -0.1 0.2 0.00
H 1.130156 -5.569703 3.166899 0.0 -0.1 -0.1 0.00
H 2.267794 1.173922 3.079479 -0.1 0.0 0.0 0.00
H -3.544018 0.887639 -2.089621 0.0 0.1 0.0 0.00
H -1.916970 1.783888 3.765152 0.0 0.0 0.0 0.00
H -0.049476 -3.792556 2.709107 -0.2 0.2 0.1 0.00
H -0.861008 -2.695016 0.574488 0.0 0.1 0.0 0.00
H 0.719814 -6.035984 -2.663695 0.0 0.0 0.1 0.00
H -1.744199 3.637085 -2.764649 0.1 0.1 0.1 0.00
H 0.046015 -2.041490 4.468940 0.0 0.0 0.0 0.00
H 0.376057 -1.310395 2.118809 0.0 0.0 -0.1 0.02
H 5.114973 1.950564 -4.208910 -0.1 0.0 0.0 0.00
```
Positions in Å, forces in eV/Å.

Output
Energy above the lowest of the compared OMol25 structures with the same formula, charge and spin (kJ/mol): 297.1
HOMO energy (spin up / spin down) (eV): -4.22 / -4.84
Orbital gap (spin up / spin down) (eV): 6.8 / 7.2
2S+1: 5
Maximum force (eV/A): 2.08
Charge: -1